No. 1
A structure of composition C22H31Br15Cl2O8, computed with the ωB97M-V functional and the def2-TZVPD basis.

## Properties
energy	-1115373.944	eV
molecular weight	1692.95	g mol⁻¹
HOMO level	-0.36961	hartree

```
78
Properties=species:S:1:pos:R:3:forces:R:3:mulliken_charge:R:1
O -2.934770 0.474385 8.671931 1.567 2.098 2.245 -0.59
C -2.490390 1.358103 9.415177 0.360 -2.986 -2.754 0.48
O -1.235476 1.291557 10.017960 -1.413 -1.381 -1.918 -0.35
C -0.984242 2.418381 10.785144 -1.044 0.375 1.531 -0.36
C -2.377929 3.094116 10.955119 0.685 1.884 0.074 -0.50
C -3.157874 2.624283 9.738525 -0.694 0.428 0.995 -0.29
H -0.305641 3.127174 10.310585 0.123 -0.230 -0.244 0.25
H -0.538114 2.030758 11.701013 0.014 0.443 0.168 0.28
H -2.139356 4.157304 10.926885 -0.378 0.230 -0.212 0.27
H -2.960881 3.025515 11.873578 0.450 -0.863 0.152 0.30
H -3.199416 3.327235 8.906513 0.353 -0.178 -0.103 0.25
H -4.192444 2.362099 9.959947 -0.022 0.176 0.061 0.24
O -1.257720 2.509389 1.237429 1.432 -2.854 -2.101 -0.64
C -0.943825 1.470362 0.627065 -0.630 2.877 1.565 0.62
O 0.024438 1.321650 -0.294222 1.362 1.581 0.510 -0.35
C 0.115626 -0.040471 -0.684220 0.596 -0.344 -1.961 -0.42
C -1.304657 -0.503008 -0.588055 1.185 -1.635 -0.419 -0.41
C -1.558177 0.150017 0.703692 -3.955 -0.423 1.825 -0.42
H 0.722281 -0.708415 -0.072728 0.192 0.566 0.779 0.24
H 0.637957 -0.054700 -1.640810 -0.426 0.141 -0.250 0.33
H -1.297571 -1.590675 -0.517125 -0.427 -0.006 -0.190 0.27
H -1.998277 -0.145669 -1.349182 0.309 -0.018 -0.135 0.26
H -1.309137 -0.357322 1.635723 0.494 -0.258 -0.215 0.27
H -2.641229 0.259778 0.759047 -0.125 0.376 0.596 0.25
O 8.110407 0.049687 -3.815602 -0.571 0.852 0.290 -0.56
C 7.246876 0.874401 -3.969593 0.372 -0.348 0.513 0.46
O 6.848099 1.764778 -2.993637 0.581 0.078 -0.434 -0.37
C 5.931367 2.785688 -3.512042 1.203 -1.353 -0.097 -0.29
C 5.536780 2.216267 -4.867774 -2.161 1.309 -0.659 -0.47
C 6.380445 1.022752 -5.193000 0.102 -0.096 0.382 -0.27
H 6.445296 3.732198 -3.679653 0.197 -0.043 0.600 0.19
H 5.145168 2.864347 -2.761177 -0.020 0.158 -0.312 0.28
H 5.581781 3.001932 -5.621961 0.292 -0.038 -0.080 0.31
H 4.465942 2.020643 -4.811831 -0.011 -0.529 -0.191 0.24
H 6.981924 1.116700 -6.097160 0.008 -0.012 0.151 0.28
H 5.807558 0.097400 -5.253217 0.002 0.018 -0.160 0.21
O -0.786505 -2.697971 -6.873085 -1.225 -2.800 -0.474 -0.60
C -1.144237 -3.860941 -7.076395 1.441 2.644 0.729 0.52
O -0.570159 -4.890760 -6.387923 0.182 0.871 0.383 -0.33
C -0.976008 -6.131653 -6.923875 0.714 -1.042 0.582 -0.38
C -1.472761 -5.803731 -8.269295 -1.854 -1.117 -1.738 -0.51
C -2.098011 -4.434279 -8.104445 1.021 0.319 -0.107 -0.37
H -1.697411 -6.614865 -6.264947 -0.303 0.216 0.008 0.27
H -0.135374 -6.822263 -6.990869 0.261 0.239 0.273 0.28
H -2.233777 -6.518097 -8.583348 -0.098 -0.155 0.034 0.30
H -0.727123 -5.900048 -9.058509 0.308 0.569 0.235 0.29
H -3.095333 -4.505350 -7.670380 -0.060 0.161 -0.167 0.26
H -2.053201 -3.842778 -9.018893 -0.385 0.102 0.253 0.27
C 3.991025 -1.871811 5.295167 -0.559 0.419 -0.922 -0.25
Cl 2.522247 -2.765729 4.619655 1.268 0.665 0.994 -0.15
Cl 4.323660 -0.461610 4.174002 0.110 -1.077 0.832 -0.14
H 3.855316 -1.438125 6.285919 -0.708 -0.155 -0.277 0.27
H 4.827638 -2.565939 5.374917 -0.121 0.146 -0.642 0.27
C -8.744351 3.958404 1.322864 -0.364 0.476 -0.613 -0.31
Br -8.619924 2.040660 0.874391 -0.305 1.218 0.082 0.00
Br -10.642572 4.624624 1.684355 1.789 -0.907 -0.067 -0.03
Br -7.982866 5.183584 -0.037055 -0.334 -0.863 0.439 -0.01
H -8.054729 4.085646 2.157330 -0.780 0.072 0.156 0.35
C 2.349545 8.243850 4.327822 0.176 0.475 1.016 -0.31
Br 3.344285 7.073093 3.117288 -0.523 0.807 0.808 0.02
Br 2.860830 10.178808 4.272128 -0.070 -1.349 -0.113 -0.03
Br 2.412942 7.629409 6.278520 0.034 0.377 -1.741 -0.03
H 1.293528 8.260961 4.058283 0.380 -0.315 0.030 0.35
C 6.016952 -7.591591 -0.585529 -1.196 -0.088 -0.326 -0.32
Br 5.128890 -8.124757 -2.302281 0.587 0.548 0.983 -0.03
Br 5.071298 -8.656056 0.866833 1.045 1.212 -1.032 -0.02
Br 6.024130 -5.600111 -0.347806 -0.114 -1.766 -0.027 0.01
H 7.048447 -7.924839 -0.699785 -0.324 0.100 0.403 0.37
C -2.021417 5.480614 -6.623465 -0.683 0.064 -0.227 -0.31
Br -3.213225 4.291158 -5.563475 0.829 0.702 -0.820 0.00
Br -2.217773 7.348572 -5.937012 0.159 -1.305 -0.809 -0.01
Br -2.313239 5.236335 -8.618572 0.084 0.431 1.730 -0.03
H -0.984977 5.176906 -6.476326 -0.392 0.106 0.129 0.35
C -5.288307 -6.699025 0.571306 -0.510 0.734 0.668 -0.29
Br -5.738751 -6.278118 2.488488 0.457 -0.092 -1.343 -0.03
Br -3.314817 -7.038110 0.392298 -1.963 0.499 -0.153 0.00
Br -6.212643 -5.327526 -0.655561 1.347 -1.205 1.079 -0.03
H -5.886059 -7.595176 0.404922 0.676 0.069 -0.254 0.35
```
Positions in Å, forces in eV/Å.

---

No. 2
A structure of composition C17H34EuO2P2, computed with the ωB97M-V functional and the def2-TZVPD basis.

## Properties
2S+1	8
energy	-60166.345	eV
molecular weight	484.37	g mol⁻¹
HOMO level (alpha / beta)	-0.12663 / -0.11388	hartree

```
56
Properties=species:S:1:pos:R:3:forces:R:3:nbo_charge:R:1
P 0.421114 -2.249451 1.544195 -2.109 1.546 0.379 1.36
P 0.259363 1.994424 1.584792 -0.730 -0.999 5.018 1.33
C 0.073648 -0.792155 0.412112 1.544 0.313 -0.913 -0.86
C 0.656543 0.665189 0.425854 -0.017 0.098 -1.188 -0.80
H -0.993571 -0.751001 0.036899 0.182 -0.011 -0.018 0.23
H 0.499199 -1.180700 -0.522053 0.220 -0.142 0.142 0.31
H 1.751175 0.657054 0.368036 -0.063 -0.197 0.190 0.26
H 0.311627 1.160962 -0.515634 0.124 -0.645 0.178 0.27
C -1.465202 2.464671 1.283793 -0.428 0.604 -1.168 -1.04
H -1.833813 3.118883 2.094510 0.319 -0.267 -0.346 0.28
H -2.226556 1.682010 1.072173 0.267 0.717 -0.232 0.23
H -1.349967 3.039418 0.365849 -0.715 0.262 -0.327 0.24
C 1.299572 3.447279 1.344430 -0.186 -0.085 -0.370 -0.94
H 0.766276 4.032023 0.586991 0.404 0.196 -0.014 0.24
H 2.264088 3.096799 0.964401 -0.085 0.318 0.053 0.25
H 1.399905 4.034228 2.280003 -0.187 -0.679 -0.470 0.32
C -0.641409 -3.555270 0.841704 0.212 -0.448 -0.026 -0.99
H -0.715630 -4.366164 1.583926 -0.117 0.194 -0.353 0.26
H -0.166072 -3.942616 -0.070844 -0.130 -0.015 0.203 0.24
H -1.653550 -3.192398 0.573053 0.411 -0.058 0.315 0.27
C 2.067843 -2.687934 1.006933 1.497 -0.679 -0.814 -1.07
H 2.701633 -1.793805 0.958100 -0.157 -0.184 0.272 0.25
H 2.005883 -3.096427 -0.012900 0.062 -0.041 0.029 0.24
H 2.530398 -3.443152 1.650130 -0.050 0.120 0.011 0.26
Eu -1.783686 -0.355623 2.015543 -1.861 -0.755 2.115 -0.15
C 0.449269 1.419153 -2.945642 -0.322 0.278 -0.272 -0.21
C -0.880456 1.408530 -2.754933 0.509 0.446 -0.685 -0.16
C -1.830489 0.702349 -3.707893 -0.321 0.455 0.376 -0.46
C -1.448325 -0.730813 -4.098836 -0.229 -0.821 -0.203 -0.45
C -0.731092 -1.562460 -3.040632 0.373 -0.243 -0.341 -0.18
C 0.605605 -1.618424 -2.942027 -0.394 -0.239 -0.669 -0.21
C 1.544825 -0.799664 -3.818002 0.211 -0.520 0.182 -0.45
C 1.163910 0.673466 -4.071746 0.354 0.853 -0.065 -0.45
C 0.004644 -2.102244 3.311148 0.689 0.258 0.326 -1.03
H 1.089668 2.110928 -2.364016 -0.436 -0.609 -0.095 0.20
H -1.343371 2.053655 -1.989444 0.297 -0.419 -0.319 0.21
H -1.897636 1.297085 -4.646593 -0.061 -0.202 0.568 0.22
H -2.836152 0.696338 -3.252325 0.401 0.036 -0.192 0.23
H -2.388221 -1.269788 -4.320284 0.357 0.244 -0.008 0.23
H -0.887025 -0.728488 -5.058046 -0.130 -0.088 0.713 0.21
H -1.366842 -2.227553 -2.433594 0.390 0.407 -0.178 0.22
H 1.089266 -2.402260 -2.337051 -0.304 0.502 0.010 0.20
H 1.626786 -1.293178 -4.811909 0.080 0.166 0.541 0.22
H 2.555684 -0.838032 -3.365379 -0.468 -0.003 -0.228 0.21
H 2.115133 1.220133 -4.216225 -0.378 -0.257 -0.155 0.22
H 0.627055 0.765130 -5.038814 0.078 0.021 0.687 0.21
H 0.521666 -1.225812 3.737509 -0.361 -0.074 -0.283 0.28
H 0.327588 -2.921523 3.965985 0.459 -0.334 -0.488 0.27
H -1.080224 -2.082620 3.629196 -0.377 0.333 -0.329 0.21
C -0.739910 1.331106 5.532475 0.494 -0.659 -0.543 -0.25
O -0.768136 1.044109 4.104883 -0.490 -0.619 -0.736 -0.62
C 0.019444 1.965307 3.422830 0.138 1.164 -0.410 0.28
O 0.341404 2.956025 4.095877 1.291 0.796 -0.399 -0.71
H 0.318752 1.370489 5.741841 0.174 -0.140 0.745 0.20
H -1.241268 0.497141 6.021016 -0.044 0.143 -0.094 0.19
H -1.140347 2.305691 5.778662 -0.386 -0.041 -0.122 0.21
```
Positions in Å, forces in eV/Å.

---

No. 3
A cluster of 3 separate species, C4H16NO2 in total, computed with the ωB97M-V functional and the def2-TZVPD basis.

## Properties
2S+1	2
energy	-9970.083	eV
molecular weight	110.18	g mol⁻¹
net charge	+2
HOMO level (alpha / beta)	-0.68891 / -0.68860	hartree

```
23
Properties=species:S:1:pos:R:3:forces:R:3:nbo_charge:R:1
C -1.884835 -0.166781 -0.387859 1.422 -0.021 0.566 -0.25
C -0.673971 -0.784251 -1.240669 -4.244 -2.183 0.889 -0.18
C -1.271125 -1.345608 -2.508312 2.180 1.103 -0.647 -0.56
C 0.274910 -1.763833 -0.433831 1.520 -1.851 -1.666 -0.59
N -1.163113 0.306480 0.878190 -0.509 -0.075 -1.085 -0.73
H -2.822547 -0.735060 -0.365423 0.558 -0.613 0.754 0.29
H -2.255656 0.786229 -0.739793 0.234 0.289 -1.094 0.27
H 0.009714 -0.044963 -1.696309 1.088 0.328 -0.182 0.43
H -2.168762 -0.826219 -2.800825 -0.666 0.253 -0.815 0.30
H -1.754628 -2.345970 -2.262820 0.281 0.049 0.228 0.40
H -0.463102 -1.348621 -3.289815 -1.316 -0.541 0.415 0.29
H -0.169278 -2.865810 -0.277462 0.105 2.490 -0.245 0.34
H 1.221759 -1.993975 -1.028755 -1.237 0.472 0.549 0.29
H 0.630175 -1.288321 0.437917 0.340 0.153 1.026 0.23
H -0.495679 0.949930 0.288315 0.671 -0.771 2.874 0.50
H -0.689573 -0.446322 1.392611 0.134 0.355 -0.515 0.44
H -1.607254 0.841000 1.632395 -0.738 0.179 -0.648 0.47
H 0.882960 2.455569 0.575629 0.632 -0.926 -0.274 0.51
H 1.782041 1.318028 1.243203 -1.199 0.978 -2.176 0.54
O 1.097168 1.497337 0.439029 0.624 0.701 1.481 -1.02
H 3.649398 1.879572 2.787662 -0.697 0.588 -1.010 0.53
H 2.706184 0.781453 2.841081 -0.368 0.289 -0.139 0.48
O 2.779852 1.640285 2.378356 1.184 -1.245 1.715 -0.95
```
Positions in Å, forces in eV/Å.